{"formula": "C3H4O2S", "method": "ωB97M-V/def2-TZVPD", "species": ["C", "C", "C", "O", "O", "S", "H", "H", "H", "H"], "coordinates": [[-0.389, -0.465, -0.370], [-1.781, -0.262, -0.023], [0.634, 0.529, 0.088], [-2.137, 0.451, 0.874], [3.034, -0.987, 0.563], [2.382, 0.328, 0.723], [-0.168, -1.074, -1.236], [-2.504, -0.944, -0.707], [0.753, 1.376, -0.781], [0.176, 1.048, 0.869]], "orbital_gap_ev": [8.459, 7.165], "e_above_lowest_kj_mol": 370.8, "lumo_ev": [-1.0, -1.9]}